This record from the OMol25 dataset describes a cluster of 2 separate species, C7H14 in total. The level of theory is ωB97M-V with the def2-TZVPD basis set.

The geometry in XYZ format:
```
21
Properties=species:S:1:pos:R:3:forces:R:3:mulliken_charge:R:1
C 1.03272 -1.84501 -1.38814 0.00 0.00 -0.06 -1.012
C 0.69584 -0.41592 1.42424 0.18 0.43 0.08 -0.448
C 2.12712 -0.04439 1.57875 -0.01 0.01 0.07 -0.816
C -0.12527 0.70975 0.95401 0.07 -0.13 -0.11 -0.492
C -1.45562 0.38077 0.31966 -0.02 -0.08 0.11 0.025
C -2.28893 1.47793 -0.27571 -0.13 0.16 0.04 -0.671
C -1.60513 0.48293 -1.17139 0.06 -0.07 -0.17 -0.596
H 1.38859 -0.85898 -1.70368 -0.06 -0.16 0.06 0.237
H 1.85380 -2.56428 -1.44626 -0.11 0.10 0.00 0.323
H 0.21984 -2.16160 -2.04551 0.12 0.04 0.06 0.293
H 0.66193 -1.80062 -0.35893 0.04 -0.04 -0.17 0.205
H 2.64626 -0.66141 0.82701 -0.10 0.04 0.08 0.242
H 2.41625 1.00780 1.41029 -0.14 -0.12 0.01 0.316
H 2.52757 -0.39670 2.53724 -0.08 -0.01 -0.15 0.362
H -0.29787 1.13528 1.97245 0.04 -0.05 -0.03 0.276
H 0.40363 1.51112 0.40262 -0.03 -0.13 0.05 0.357
H -1.98065 -0.43682 0.80742 0.06 0.13 -0.09 0.426
H -3.36827 1.42263 -0.17071 0.17 -0.01 -0.02 0.269
H -1.89147 2.49011 -0.24640 -0.03 -0.18 0.00 0.240
H -0.74583 0.82438 -1.74455 -0.13 -0.05 0.13 0.224
H -2.21451 -0.25696 -1.68241 0.10 0.12 0.11 0.240
```
Positions in Å, forces in eV/Å.

Output
E (eV): -7481.7119
Net charge: 0
Highest occupied orbital energy (eV): -8.218
Max |F| (eV/Å): 0.5
Relative energy (zero: lowest compared OMol25 entry of this formula, charge and spin) (eV): 4.583
Kohn-Sham gap (Eh): 0.3203

***

This record from the OMol25 dataset describes a structure of composition C28H46AlBBeBrCl6FN6O10SSi in a non-equilibrium geometry. The level of theory is ωB97M-V with the def2-TZVPD basis set.

The geometry in XYZ format:
```
103
Properties=species:S:1:pos:R:3:forces:R:3:mulliken_charge:R:1
C 4.25628 0.23606 6.01404 -0.29 0.80 0.12 -1.921
C 2.79835 0.23211 5.57118 1.17 -0.61 -0.08 0.841
N 2.47845 -0.60418 4.37925 0.23 -0.25 -0.87 0.478
Cl 3.83840 -1.56815 3.89227 0.26 0.00 0.18 -0.073
C 1.94545 0.08286 3.22272 0.40 0.01 0.13 -1.476
N 2.72730 1.06169 2.72519 -0.33 0.61 0.19 0.784
B 2.52024 1.90914 1.51902 -0.24 -0.30 0.38 0.063
O 3.68546 2.45148 0.98024 0.36 -0.26 -0.30 -0.834
N 1.24787 2.19114 0.95900 0.66 0.38 -0.54 0.480
C 0.75927 3.54312 1.27839 -0.62 -0.74 0.19 -0.758
C 1.30798 1.94157 -0.49636 0.22 -0.23 0.25 -1.324
N 0.79311 -0.27411 2.69892 -0.22 0.20 1.70 1.597
C -0.40620 0.61880 3.04440 -0.33 0.23 -0.65 -1.231
C -0.33482 1.44650 4.30388 0.27 -0.27 0.16 -0.095
C -0.48758 0.83312 5.68764 -0.13 0.29 -0.49 0.085
C -0.75678 1.99199 6.64922 -0.09 -0.12 -0.19 -1.574
N 0.42789 2.85283 6.76968 -0.28 -0.82 0.83 0.486
C 0.74347 3.98977 6.12878 0.17 0.50 -0.75 -0.217
C 1.95234 4.44317 6.62703 0.69 -0.09 -0.86 -1.143
C 2.34968 3.50653 7.61308 1.51 0.10 -0.15 -1.067
C 1.40215 2.54399 7.67881 -0.51 -0.58 -0.69 -0.357
Si 0.51843 -2.10003 2.69163 -0.17 -1.72 -0.36 0.624
C 0.24979 -2.90754 4.34344 -0.20 0.61 -0.29 -1.192
C -0.93787 -2.42908 1.57507 0.67 1.76 0.78 -1.010
C 2.01185 -2.81483 1.80362 -0.43 0.59 -0.29 -0.954
H 4.96182 0.58091 5.25466 0.18 -0.31 -0.11 0.423
H 4.29098 0.95985 6.82717 0.05 0.13 0.30 0.559
H 4.56132 -0.70166 6.44603 0.23 -0.36 -0.13 0.492
H 2.49836 1.26900 5.41232 -0.85 0.13 -0.02 -0.922
H 2.26323 -0.17954 6.40238 -0.73 0.13 0.43 0.503
H 3.56367 1.21616 3.29389 -0.02 -0.49 -0.61 0.113
H 4.43150 1.83901 1.03052 0.27 0.14 0.14 0.264
H 0.38059 3.55430 2.29150 0.13 0.21 0.45 0.085
H -0.10213 3.73898 0.66026 -0.24 0.20 -0.33 0.387
H 1.49569 4.32992 1.12743 0.16 0.21 -0.05 0.190
H 1.58078 2.81959 -1.06964 -0.13 0.39 -0.17 0.308
H 2.06270 1.19611 -0.71286 0.22 -0.33 -0.04 0.509
H 0.38477 1.51691 -0.85350 -0.51 0.11 -0.11 0.375
H -0.60371 1.32245 2.25249 0.25 -0.08 -0.61 0.102
H -1.26973 -0.02804 3.06812 -0.12 -0.48 0.09 0.638
H -1.16799 2.13379 4.23617 -0.27 0.32 -0.41 0.845
H 0.55060 2.07489 4.27760 0.34 0.32 -0.06 -0.327
H 0.37119 0.24933 5.97082 0.18 -0.16 0.37 -0.142
H -1.32049 0.14417 5.65214 -0.40 -0.12 0.29 0.542
H -1.55856 2.59679 6.25092 -0.27 0.27 -0.19 0.502
H -1.07269 1.65619 7.63230 0.53 -0.18 0.41 0.428
H 0.13192 4.46095 5.38958 -0.47 0.05 -0.11 0.471
H 2.46703 5.34484 6.36478 -0.10 0.49 0.01 0.761
H 3.23500 3.54057 8.21193 0.21 0.16 0.35 0.644
H 1.25129 1.64530 8.25888 -0.40 -0.67 1.21 0.741
H 0.93151 -2.61806 5.12572 0.20 0.01 0.28 0.299
H -0.76780 -2.71694 4.65831 -0.30 0.11 0.31 0.374
H 0.30850 -3.97762 4.18582 0.13 -0.32 -0.11 0.451
H -1.63209 -3.12436 2.01284 -0.27 -0.26 0.01 0.692
H -0.55628 -2.74660 0.62536 0.09 -0.37 -0.33 -0.129
H -1.42197 -1.47726 1.37009 -0.56 0.10 -0.03 0.115
H 2.32058 -3.75567 2.23223 0.27 -0.19 0.31 0.373
H 1.72890 -3.02614 0.78193 -0.28 -0.11 -0.33 0.090
H 2.84427 -2.13531 1.73026 0.39 -0.02 -0.05 0.332
Cl -1.52557 -4.68467 -0.18165 -0.87 -0.42 -1.64 -0.291
Al 3.81430 2.92472 4.80017 -0.64 1.22 1.73 0.517
C -3.75935 1.14632 -1.65291 0.09 -0.01 0.11 -1.094
C -3.89220 0.98794 -2.98151 -0.01 0.13 0.26 0.355
C -4.21987 -0.34675 -3.60069 0.24 -0.56 0.10 1.086
O -4.33307 -0.40171 -4.80237 -0.07 0.19 0.06 -0.511
C -4.37631 -1.50146 -2.71700 0.26 0.09 0.03 -1.467
C -4.23994 -1.34417 -1.36534 -0.25 0.00 -0.74 0.708
C -3.93165 0.02074 -0.76978 -0.07 0.40 -0.20 1.126
O -3.83641 0.08037 0.44233 0.10 -0.26 0.08 -0.671
O -4.35900 -2.28626 -0.48728 0.02 -0.27 0.29 -0.483
O -3.74848 1.97281 -3.83861 -0.02 -0.02 -0.21 -0.569
H -3.52617 2.10284 -1.20749 -0.04 0.04 -0.04 0.533
H -4.60425 -2.43907 -3.27643 -0.97 0.49 0.30 0.590
H -4.21492 -1.88392 0.39736 -0.02 0.00 -0.05 0.369
H -3.89867 1.59962 -4.73140 -0.02 0.03 -0.01 0.347
Br -3.41414 -3.97072 -2.87160 1.44 -0.44 1.32 0.060
F 0.19648 0.83081 9.33565 0.23 0.12 -0.86 -0.824
O 3.29915 -2.60366 -3.01531 0.14 0.34 0.69 -0.385
S 2.29230 -3.53401 -2.51169 -0.04 0.03 -0.07 1.272
O 2.84429 -4.36567 -1.44455 0.53 -0.28 -0.47 -0.342
O 1.86800 -4.37277 -3.62972 -0.49 -0.44 0.46 -0.326
O 1.16024 -2.79619 -1.95633 -0.22 0.40 -0.54 -0.278
C -2.54997 -1.74263 -8.12954 0.02 0.01 -0.04 0.343
Cl -3.93847 -2.68778 -8.66127 -0.03 -0.02 0.00 -0.099
Cl -1.70267 -2.61740 -6.84403 0.02 -0.03 0.07 -0.101
Cl -1.45724 -1.47449 -9.48033 0.11 0.03 0.07 -0.094
Cl -3.11029 -0.18796 -7.49778 0.07 0.06 -0.19 -0.089
N -1.83289 -2.43427 -13.22921 0.02 0.00 0.03 -0.463
C -1.81408 -2.92852 -14.46429 0.07 0.01 -0.04 -0.201
C -2.86901 -3.63293 -15.02584 -0.01 0.01 0.04 -0.353
C -4.00532 -3.83850 -14.26063 -0.03 -0.02 -0.01 -0.299
C -4.04008 -3.33178 -12.97153 0.03 0.00 -0.04 -0.419
C -2.93183 -2.63933 -12.50881 -0.03 0.02 0.01 0.423
H -0.90601 -2.74856 -15.02879 -0.02 -0.02 -0.04 0.355
H -2.79911 -4.00973 -16.03651 0.02 0.00 -0.01 0.359
H -4.84913 -4.38410 -14.66223 0.00 0.00 -0.01 0.373
H -4.90603 -3.46901 -12.33839 0.00 0.01 0.01 0.327
H -2.91428 -2.22110 -11.51095 -0.14 -0.05 -0.02 -0.073
O 3.89638 4.88499 -0.49706 0.16 0.04 -0.30 -0.334
H 4.14710 4.65857 -1.41851 -0.02 0.04 0.01 0.450
H 4.27160 5.75025 -0.22611 0.00 -0.01 0.01 0.441
H 4.14880 4.16484 0.14797 -0.31 -0.28 0.14 0.276
Be 4.33446 4.87357 2.65142 0.09 0.34 0.13 0.162
```
Positions in Å, forces in eV/Å.

Output
E (eV): -233446.7697
Net charge: +2
Highest occupied orbital energy (eV): -11.233
Max |F| (eV/Å): 2.2
Kohn-Sham gap (Eh): 0.0415

***

This record from the OMol25 dataset describes the molecule C4H11N3O in a non-equilibrium geometry. The level of theory is ωB97M-V with the def2-TZVPD basis set.

The geometry in XYZ format:
```
19
Properties=species:S:1:pos:R:3:forces:R:3:mulliken_charge:R:1
C 0.00614 0.67968 -2.35129 -0.52 0.14 0.02 -0.581
O 0.81054 0.64711 -1.20951 -0.39 0.58 1.72 -0.407
N 0.00376 1.21720 0.04691 1.09 -0.05 -1.87 -0.162
C 1.06398 1.69561 0.91210 0.27 -0.10 -0.23 -0.821
C -0.83663 0.24482 0.57944 -0.41 -0.73 0.13 -0.661
C -0.51084 -1.06445 0.78095 -0.22 0.34 -0.09 0.626
N 0.70741 -1.57880 0.41441 0.31 0.11 -0.02 -0.466
N -1.42492 -1.96513 1.30185 0.23 0.06 -0.39 -0.494
H 0.54458 0.15120 -3.14249 0.01 0.05 0.09 0.248
H -0.19727 1.70861 -2.66729 0.03 -0.04 -0.01 0.232
H -0.95402 0.17304 -2.18084 0.09 0.00 -0.02 0.263
H 1.69042 2.37736 0.33841 -0.01 0.05 0.09 0.283
H 1.69066 0.89563 1.32560 -0.06 0.01 0.02 0.337
H 0.58763 2.23756 1.73020 0.03 -0.04 -0.04 0.323
H -1.86163 0.56490 0.70976 -0.10 -0.12 0.11 0.314
H 1.18322 -0.99903 -0.28625 -0.27 -0.44 0.29 0.314
H 0.75749 -2.57867 0.28247 0.01 0.20 -0.06 0.227
H -1.06262 -2.85359 1.61623 -0.25 0.30 0.17 0.199
H -2.19791 -1.55304 1.79933 0.15 -0.30 0.10 0.224
```
Positions in Å, forces in eV/Å.

Output
E (eV): -10841.6393
Net charge: 0
Highest occupied orbital energy (eV): -7.492
Max |F| (eV/Å): 2.2
Relative energy (zero: lowest compared OMol25 entry of this formula, charge and spin) (eV): 3.572
Kohn-Sham gap (Eh): 0.3104